Record 1
{
  "formula": "C20H19N2O7RhS",
  "method": "wB97M-V/def2-TZVPD",
  "lumo_ev": [0.4, -3.8],
  "multiplicity": 5,
  "total_charge": 0,
  "total_energy_ha": -1918.357016,
  "elements": ["Rh", "O", "C", "O", "C", "C", "C", "C", "C", "O", "C", "C", "O", "O", "H", "H", "H", "H", "H", "H", "H", "H", "C", "C", "C", "C", "C", "C", "C", "S", "O", "O", "N", "C", "C", "C", "C", "C", "N", "H", "H", "H", "H", "H", "H", "H", "H", "H", "H", "H"],
  "xyz": [[0.197, -0.206, 0.633], [-3.040, 2.251, -0.080], [-2.408, 1.223, -0.125], [-1.752, 0.628, 0.797], [-2.420, 0.489, -1.555], [-2.265, -1.026, -1.407], [-2.531, -1.697, -2.764], [-1.222, -1.371, -3.532], [-0.471, -0.517, -2.506], [-0.832, -1.174, -1.272], [-1.217, 0.816, -2.414], [-0.258, 1.978, -1.675], [-0.510, 3.061, -2.152], [0.493, 1.521, -0.811], [-3.356, 0.806, -2.005], [-2.762, -1.463, -0.548], [-3.418, -1.283, -3.241], [-2.671, -2.770, -2.647], [-1.387, -0.848, -4.473], [-0.645, -2.271, -3.734], [0.608, -0.459, -2.603], [-1.452, 1.257, -3.376], [3.424, 4.782, 4.392], [3.489, 3.730, 3.316], [4.648, 2.997, 3.094], [4.686, 1.988, 2.140], [3.553, 1.720, 1.391], [2.390, 2.461, 1.577], [2.365, 3.454, 2.537], [3.635, 0.392, 0.224], [4.866, -0.314, 0.477], [3.416, 0.907, -1.099], [2.368, -0.518, 0.703], [2.261, -1.840, 0.369], [3.211, -2.664, -0.274], [2.836, -3.944, -0.593], [1.546, -4.409, -0.296], [0.682, -3.547, 0.322], [1.030, -2.299, 0.674], [4.409, 4.986, 4.810], [2.776, 4.450, 5.206], [3.012, 5.715, 4.007], [5.534, 3.209, 3.682], [5.578, 1.397, 1.981], [1.524, 2.288, 0.955], [1.460, 4.034, 2.683], [4.185, -2.267, -0.509], [3.544, -4.600, -1.085], [1.234, -5.414, -0.544], [-0.326, -3.852, 0.580]],
  "forces_ev_per_a": [[-0.490, -0.263, -0.121], [0.061, 0.064, 0.179], [0.002, -0.292, -0.472], [0.086, 0.050, 0.337], [0.064, 0.117, 0.556], [-0.020, -0.076, -0.250], [0.095, 0.034, 0.061], [-0.098, -0.008, -0.025], [-0.009, -0.020, 0.084], [0.107, 0.235, -0.048], [-0.245, 0.024, -0.302], [0.440, 0.025, 0.461], [-0.075, -0.129, -0.105], [-0.150, 0.183, -0.381], [-0.004, -0.031, -0.109], [0.016, 0.025, 0.072], [-0.015, -0.025, -0.006], [0.019, -0.003, -0.006], [0.007, -0.011, 0.018], [0.007, -0.016, -0.011], [0.023, -0.026, 0.022], [0.009, 0.001, -0.009], [-0.003, -0.049, -0.058], [-0.007, 0.035, 0.075], [0.021, 0.012, -0.018], [-0.069, -0.012, 0.034], [-0.034, -0.050, 0.135], [0.090, 0.048, -0.096], [0.025, 0.043, 0.019], [0.053, -0.001, 0.198], [0.033, -0.057, -0.081], [-0.101, 0.014, -0.126], [-0.107, 0.011, -0.027], [0.284, 0.077, 0.031], [-0.104, -0.029, 0.053], [0.020, 0.007, 0.009], [0.113, -0.089, -0.037], [-0.140, 0.111, 0.233], [0.094, 0.021, -0.295], [-0.005, 0.000, -0.014], [0.011, 0.020, -0.001], [0.009, -0.010, -0.001], [-0.026, -0.016, -0.010], [-0.013, 0.019, 0.023], [0.017, 0.020, 0.020], [0.014, -0.037, -0.006], [0.012, -0.060, 0.015], [-0.015, 0.022, -0.005], [0.019, 0.037, 0.018], [-0.018, 0.059, -0.032]],
  "nbo_charge": [1.36, -0.58, 0.81, -0.80, -0.38, 0.09, -0.43, -0.41, 0.06, -0.54, -0.20, 0.82, -0.38, -0.65, 0.26, 0.23, 0.22, 0.23, 0.22, 0.23, 0.25, 0.25, -0.63, 0.00, -0.22, -0.16, -0.36, -0.13, -0.22, 2.33, -0.96, -0.94, -0.98, 0.39, -0.29, -0.13, -0.31, 0.06, -0.56, 0.22, 0.22, 0.22, 0.21, 0.25, 0.22, 0.22, 0.26, 0.22, 0.22, 0.20]
}

Record 2
{
  "formula": "C2H3NO2",
  "method": "wB97M-V/def2-TZVPD",
  "lumo_ev": 0.9,
  "total_charge": 0,
  "smiles": "O=CO.C#N",
  "total_energy_ha": -283.210052,
  "elements": ["C", "C", "N", "O", "O", "H", "H", "H"],
  "xyz": [[-2.477, 0.437, -0.054], [1.868, -0.053, -0.006], [-1.987, -0.496, 0.418], [1.613, 1.115, 0.109], [1.036, -1.036, 0.066], [-2.925, 1.475, -0.265], [0.119, -0.845, 0.235], [2.753, -0.599, -0.503]],
  "forces_ev_per_a": [[-0.393, 1.582, 0.712], [1.110, 0.414, -2.418], [-0.427, 0.824, -0.864], [0.579, -0.274, 0.448], [-0.761, -2.465, 0.408], [0.909, -2.372, 0.124], [-0.995, 0.704, 0.460], [-0.022, 1.587, 1.130]],
  "nbo_charge": [0.11, 0.65, -0.37, -0.59, -0.68, 0.26, 0.51, 0.10]
}

Record 3
{
  "formula": "C60H49F13O12S2",
  "method": "wB97M-V/def2-TZVPD",
  "lumo_ev": -1.9,
  "total_charge": 0,
  "smiles": "CCOCC[C@@]1(CC=O)OS(=O)(=O)O[C@@]1(CCC(F)(F)C(F)(F)C(F)(F)C(F)(F)S(F)(F)(F)(F)F)CC(C)C.O=C1c2ccccc2C(=O)c2ccccc21.O=C1c2ccccc2C(=O)c2ccccc21.O=C1c2ccccc2C(=O)c2ccccc21",
  "total_energy_ha": -5313.093437,
  "elements": ["C", "C", "O", "C", "C", "C", "C", "C", "O", "O", "S", "O", "O", "O", "C", "C", "C", "C", "F", "F", "C", "F", "F", "C", "F", "F", "C", "F", "F", "S", "F", "F", "F", "F", "F", "C", "C", "C", "C", "H", "H", "H", "H", "H", "H", "H", "H", "H", "H", "H", "H", "H", "H", "H", "H", "H", "H", "H", "H", "H", "H", "H", "H", "H", "C", "C", "C", "C", "C", "C", "C", "O", "C", "C", "C", "C", "C", "C", "C", "O", "H", "H", "H", "H", "H", "H", "H", "H", "C", "C", "C", "C", "C", "C", "C", "O", "C", "C", "C", "C", "C", "C", "C", "O", "H", "H", "H", "H", "H", "H", "H", "H", "C", "C", "C", "C", "C", "C", "C", "O", "C", "C", "C", "C", "C", "C", "C", "O", "H", "H", "H", "H", "H", "H", "H", "H"],
  "xyz": [[2.153, 3.081, -0.840], [2.111, 4.284, -1.916], [3.186, 4.214, -2.874], [2.759, 4.704, -4.176], [4.019, 4.616, -5.140], [4.261, 3.199, -5.815], [3.171, 2.847, -6.966], [3.331, 3.812, -8.242], [2.865, 4.959, -8.304], [5.441, 3.488, -6.662], [6.033, 2.005, -7.225], [5.563, 1.526, -8.552], [7.523, 2.207, -7.173], [5.457, 1.137, -5.891], [4.758, 1.957, -4.882], [3.417, 1.402, -4.241], [3.062, -0.119, -4.570], [1.511, -0.322, -4.951], [1.256, 0.532, -6.031], [1.441, -1.654, -5.465], [0.515, -0.240, -3.718], [1.289, -0.037, -2.562], [-0.076, -1.520, -3.556], [-0.671, 0.846, -3.871], [-0.020, 2.071, -4.028], [-1.364, 0.428, -5.034], [-1.748, 0.786, -2.701], [-2.579, -0.314, -3.008], [-1.218, 0.488, -1.441], [-2.862, 2.282, -2.504], [-2.772, 2.712, -4.087], [-4.203, 1.342, -2.854], [-3.101, 1.907, -0.866], [-1.640, 3.283, -2.022], [-3.910, 3.549, -2.285], [5.967, 2.424, -3.956], [6.363, 1.423, -2.778], [5.593, 1.731, -1.379], [6.279, -0.129, -3.134], [1.186, 3.090, -0.241], [2.272, 2.063, -1.330], [3.021, 3.196, -0.105], [1.098, 4.253, -2.438], [2.251, 5.251, -1.315], [1.872, 4.063, -4.529], [2.339, 5.767, -4.086], [4.913, 5.030, -4.582], [3.817, 5.350, -6.000], [3.164, 1.751, -7.249], [2.151, 3.096, -6.509], [3.937, 3.455, -9.151], [3.526, 1.469, -3.102], [2.488, 2.018, -4.481], [3.626, -0.547, -5.474], [3.370, -0.799, -3.701], [5.806, 3.449, -3.466], [6.908, 2.560, -4.597], [7.467, 1.636, -2.539], [6.306, 1.536, -0.522], [4.725, 0.985, -1.318], [5.214, 2.801, -1.389], [5.270, -0.535, -2.799], [6.561, -0.397, -4.196], [7.051, -0.655, -2.464], [-9.619, -4.739, -0.817], [-9.124, -5.680, 0.083], [-7.905, -5.467, 0.714], [-7.170, -4.314, 0.438], [-7.654, -3.383, -0.481], [-8.886, -3.592, -1.100], [-6.860, -2.179, -0.821], [-7.284, -1.363, -1.620], [-5.539, -1.987, -0.178], [-4.755, -0.889, -0.530], [-3.519, -0.694, 0.078], [-3.067, -1.590, 1.045], [-3.844, -2.689, 1.394], [-5.077, -2.894, 0.776], [-5.880, -4.087, 1.129], [-5.482, -4.874, 1.972], [-10.575, -4.902, -1.302], [-9.691, -6.581, 0.293], [-7.527, -6.201, 1.417], [-9.274, -2.865, -1.805], [-5.102, -0.187, -1.279], [-2.908, 0.156, -0.199], [-2.105, -1.433, 1.524], [-3.486, -3.384, 2.143], [-1.447, 0.581, 9.414], [-1.233, 1.923, 9.721], [-1.484, 2.903, 8.768], [-1.938, 2.543, 7.500], [-2.128, 1.197, 7.185], [-1.893, 0.217, 8.149], [-2.563, 0.798, 5.826], [-2.733, -0.377, 5.552], [-2.779, 1.848, 4.805], [-3.133, 1.484, 3.507], [-3.350, 2.462, 2.544], [-3.225, 3.809, 2.877], [-2.867, 4.177, 4.169], [-2.634, 3.196, 5.133], [-2.219, 3.597, 6.497], [-2.105, 4.774, 6.789], [-1.260, -0.183, 10.161], [-0.873, 2.204, 10.704], [-1.321, 3.947, 9.014], [-2.052, -0.829, 7.914], [-3.235, 0.437, 3.241], [-3.620, 2.176, 1.533], [-3.402, 4.573, 2.127], [-2.767, 5.227, 4.422], [-1.572, -4.981, 2.134], [-0.864, -4.050, 1.376], [0.377, -3.600, 1.808], [0.911, -4.069, 3.007], [0.192, -4.983, 3.778], [-1.046, -5.446, 3.333], [0.725, -5.453, 5.078], [0.100, -6.253, 5.751], [2.027, -4.927, 5.551], [2.515, -5.315, 6.799], [3.741, -4.837, 7.245], [4.489, -3.977, 6.444], [4.004, -3.583, 5.203], [2.767, -4.050, 4.758], [2.243, -3.596, 3.449], [2.894, -2.840, 2.749], [-2.537, -5.339, 1.792], [-1.281, -3.677, 0.446], [0.926, -2.879, 1.211], [-1.604, -6.167, 3.922], [1.939, -5.987, 7.426], [4.117, -5.136, 8.218], [5.450, -3.610, 6.790], [4.588, -2.910, 4.585]],
  "forces_ev_per_a": [[0.334, 0.311, -0.235], [-0.095, -0.384, 1.434], [-1.208, 0.122, -0.470], [0.077, -0.278, 0.044], [-1.320, 0.666, -0.289], [0.655, 0.902, -1.195], [-1.351, 0.766, 1.122], [-0.170, 1.633, -0.198], [0.881, -3.003, 0.682], [0.482, -2.602, -0.547], [3.595, 1.411, -0.522], [-0.015, 1.044, 3.924], [-4.344, -1.033, 0.413], [-0.446, 0.027, -1.859], [0.008, 2.898, -1.141], [-0.102, -1.395, 1.225], [-0.025, -0.548, -0.175], [2.786, -1.362, -1.304], [-0.464, -1.128, 1.818], [-0.323, 2.411, 0.798], [-0.576, -1.644, 1.066], [-1.562, 0.142, -1.869], [0.855, 2.661, -0.172], [0.988, -0.989, -1.308], [-1.667, -1.822, 0.247], [1.509, 1.538, 2.107], [-0.240, -3.259, 1.035], [2.032, 2.327, 0.582], [-0.136, 1.006, -2.903], [-4.008, 2.286, 1.453], [0.564, -0.726, 2.194], [1.968, 1.704, 0.409], [0.328, 1.042, -2.717], [-1.229, -1.647, -1.245], [1.694, -1.746, -0.312], [0.453, 0.251, 1.001], [0.549, 0.108, 0.602], [0.092, -0.714, -1.216], [0.658, 0.015, 1.146], [1.186, 0.022, -0.782], [-0.273, 1.290, 0.468], [-1.180, -0.044, -1.083], [1.241, 0.196, 0.588], [-0.564, -1.127, -0.956], [1.208, 0.803, 0.255], [0.856, -1.267, -0.173], [-0.928, -0.858, -0.704], [0.312, -1.170, 1.111], [0.236, 1.341, 0.234], [1.214, -0.440, -0.844], [-0.744, -0.024, 1.311], [-0.045, 0.055, -1.744], [1.652, -0.510, 0.004], [-0.897, 0.907, 1.133], [-0.804, 0.961, -1.262], [-0.187, -1.536, -0.779], [-1.610, -0.297, 0.604], [-1.533, -0.161, -0.593], [-0.991, 0.313, -0.900], [1.023, 1.239, 0.243], [0.434, -1.366, 0.237], [1.210, 0.383, -0.807], [-0.614, 0.448, 1.179], [-1.164, 0.629, -0.927], [0.154, 0.098, 0.026], [0.153, 0.118, 0.030], [-0.210, -0.116, -0.057], [-0.287, -0.106, -0.132], [-0.225, -0.244, 0.033], [-0.156, -0.166, -0.007], [-0.331, 0.589, -0.593], [0.104, -0.181, 0.178], [0.338, 0.116, 0.067], [0.171, 0.076, 0.103], [-0.111, -0.251, 0.172], [-0.278, -0.093, -0.055], [0.105, 0.238, 0.005], [0.241, 0.256, -0.022], [0.276, -0.583, 0.627], [-0.037, 0.153, -0.226], [0.088, 0.025, 0.039], [0.054, 0.083, -0.005], [0.083, 0.193, -0.042], [0.191, 0.004, 0.094], [-0.131, -0.179, 0.100], [-0.297, -0.611, 0.364], [-0.081, -0.033, -0.009], [-0.248, 0.082, -0.069], [-0.045, 0.051, -0.170], [-0.067, 0.044, -0.183], [0.066, -0.095, 0.220], [0.095, -0.205, 0.251], [0.098, 0.027, 0.327], [0.082, -0.017, 0.212], [-0.124, -0.872, -0.175], [0.053, 0.259, 0.040], [-0.034, 0.197, -0.308], [-0.056, 0.090, -0.229], [0.046, -0.061, 0.178], [0.057, -0.047, 0.184], [-0.047, 0.006, -0.239], [-0.098, -0.015, -0.325], [0.094, 0.889, 0.235], [-0.021, -0.278, -0.080], [-0.021, 0.060, -0.076], [-0.042, -0.015, -0.088], [-0.088, -0.078, -0.181], [-0.016, 0.162, -0.135], [0.010, 0.072, 0.190], [-0.005, 0.009, 0.112], [0.011, -0.062, 0.072], [0.039, -0.168, 0.132], [0.205, -0.093, 0.099], [0.262, -0.092, 0.139], [-0.221, -0.021, -0.170], [-0.288, -0.055, -0.094], [-0.169, 0.079, -0.287], [-0.143, 0.046, -0.183], [-0.491, -0.588, 0.470], [0.156, 0.182, -0.145], [0.304, 0.105, 0.194], [0.199, 0.036, 0.150], [-0.144, -0.015, -0.149], [-0.136, -0.005, -0.131], [0.130, -0.019, 0.197], [0.187, -0.056, 0.283], [0.458, 0.570, -0.533], [-0.145, -0.164, 0.166], [0.082, -0.013, 0.059], [0.060, -0.063, 0.072], [0.080, -0.103, 0.169], [0.170, 0.099, 0.049], [-0.049, 0.058, -0.207], [-0.042, 0.015, -0.090], [-0.086, -0.028, -0.040], [-0.198, -0.076, -0.043]],
  "lowdin_charge": [-0.07, -0.24, -0.21, -0.18, -0.05, -0.34, -0.05, -0.18, 0.02, -0.21, 0.81, -0.26, -0.28, -0.21, -0.30, -0.06, -0.04, -0.30, 0.07, 0.05, -0.21, 0.09, 0.09, -0.24, 0.10, 0.11, -0.31, 0.09, 0.08, 0.99, -0.14, -0.17, -0.21, -0.16, -0.15, -0.08, -0.35, -0.08, -0.07, 0.08, 0.05, 0.08, 0.11, 0.13, 0.11, 0.14, 0.14, 0.13, 0.12, 0.12, 0.14, 0.10, 0.10, 0.15, 0.12, 0.12, 0.13, 0.13, 0.08, 0.07, 0.07, 0.06, 0.09, 0.09, -0.06, -0.06, 0.00, -0.08, -0.08, 0.00, -0.28, 0.11, -0.07, 0.02, -0.06, -0.05, 0.00, -0.07, -0.28, 0.10, 0.11, 0.11, 0.12, 0.12, 0.11, 0.06, 0.11, 0.10, -0.06, -0.06, 0.00, -0.08, -0.08, 0.00, -0.28, 0.10, -0.08, 0.01, -0.05, -0.05, 0.00, -0.08, -0.28, 0.10, 0.11, 0.11, 0.12, 0.12, 0.11, 0.09, 0.11, 0.12, -0.06, -0.07, 0.01, -0.08, -0.08, 0.02, -0.28, 0.11, -0.08, 0.00, -0.06, -0.06, 0.00, -0.08, -0.28, 0.10, 0.11, 0.11, 0.12, 0.13, 0.12, 0.11, 0.11, 0.12]
}

Record 4
{
  "formula": "CH4NO3Sn",
  "method": "wB97M-V/def2-TZVPD",
  "lumo_ev": -7.4,
  "total_charge": 1,
  "total_energy_ha": -534.766565,
  "elements": ["Sn", "O", "H", "C", "N", "O", "O", "H", "H", "H"],
  "xyz": [[0.001, 11.556, -14.442], [1.819, 9.641, -13.027], [1.287, 8.870, -12.748], [-2.068, 9.220, -18.262], [-2.075, 9.081, -16.790], [-2.020, 10.107, -16.102], [-2.071, 7.919, -16.435], [-1.860, 10.270, -18.464], [-3.064, 8.920, -18.587], [-1.272, 8.598, -18.672]],
  "forces_ev_per_a": [[1.394, -2.529, 1.249], [-2.023, 1.766, -1.399], [0.052, 0.369, -0.201], [-0.070, 1.152, -0.301], [0.769, -1.992, -0.848], [0.408, -0.168, 0.728], [-0.179, 1.725, 1.010], [-0.267, -0.161, -0.216], [0.225, -0.008, -0.208], [-0.309, -0.153, 0.186]],
  "nbo_charge": [1.51, -0.99, 0.45, -0.48, 0.55, -0.51, -0.27, 0.23, 0.26, 0.26]
}